Version one
The following is a quantum chemistry calculation of an isolated molecule of C4H7NO, from the OMol25 dataset.

Output
LUMO	0.9	eV
E_HOMO	-9.6	eV
total charge	0

Each line ends with the Löwdin charge.
CARTESIAN COORDINATES (ANGSTROEM)
C  -0.689  -0.843  0.309  -0.16
O  2.431  0.798  -0.517  0.05
H  -1.387  -1.462  -0.261  0.10
H  0.336  2.284  -0.241  0.15
H  -1.813  0.835  -0.584  0.11
H  0.803  -1.421  -1.204  0.12
C  1.282  0.454  -0.315  -0.50
H  1.405  -1.558  0.446  0.12
H  -1.430  1.063  1.131  0.11
H  -0.757  -1.157  1.354  0.11
C  -1.049  0.662  0.184  -0.18
C  0.753  -0.972  -0.206  -0.09
N  0.209  1.286  -0.173  0.06

Version two
The following is a quantum chemistry calculation of an isolated molecule of C4H7NO, from the OMol25 dataset.

Output
LUMO	0.7	eV
E_HOMO	-10.8	eV
total charge	0

Each line ends with the Löwdin charge.
CARTESIAN COORDINATES (ANGSTROEM)
H  -0.739  -2.214  1.135  0.10
H  -0.875  -1.044  -0.829  0.12
O  -0.600  -1.268  1.244  -0.08
C  1.089  0.544  0.059  -0.18
H  -2.205  -0.458  0.200  0.12
C  -1.115  -0.552  0.128  -0.27
N  1.807  0.146  -2.432  0.14
H  -0.636  1.275  1.135  0.12
H  1.694  1.337  0.500  0.12
C  -0.422  0.803  0.171  -0.18
H  1.278  -0.370  0.633  0.11
C  1.508  0.326  -1.329  -0.23
H  -0.784  1.475  -0.616  0.12

Pick version one: it beats the second-best structure by 24.6 kcal/mol.

Version one
The following is a quantum chemistry calculation of an isolated molecule of C4H7NO, from the OMol25 dataset.

Output
LUMO	0.7	eV
E_HOMO	-10.8	eV
total charge	0

Each line ends with the Löwdin charge.
CARTESIAN COORDINATES (ANGSTROEM)
H  -0.413  -1.538  -1.646  0.12
H  -0.417  1.472  0.527  0.12
N  0.589  -0.439  2.835  0.14
H  0.841  0.611  -1.502  0.12
H  -2.257  0.036  -0.364  0.09
C  0.682  0.002  -0.606  -0.19
H  1.557  -0.646  -0.480  0.12
C  0.537  0.938  0.601  -0.18
C  -0.569  -0.846  -0.810  -0.27
O  -1.678  -0.022  -1.130  -0.07
H  -0.765  -1.452  0.086  0.12
H  1.328  1.694  0.624  0.12
C  0.565  0.191  1.864  -0.23

Version two
The following is a quantum chemistry calculation of an isolated molecule of C4H7NO, from the OMol25 dataset.

Output
LUMO	1.1	eV
E_HOMO	-9.2	eV
total charge	0

Each line ends with the Löwdin charge.
CARTESIAN COORDINATES (ANGSTROEM)
C  -0.304  -0.898  -0.246  -0.11
C  0.589  0.277  -0.097  -0.37
H  3.349  -0.691  0.032  0.08
C  -1.514  -0.060  0.214  -0.15
H  -0.857  1.960  -0.602  0.11
H  -0.404  1.644  1.105  0.11
H  -1.871  -0.239  1.237  0.11
H  -2.382  -0.119  -0.449  0.10
H  -0.182  -0.713  -1.346  0.15
H  -0.081  -1.896  0.152  0.12
O  2.404  -0.875  0.013  -0.08
N  1.845  0.411  -0.142  0.03
C  -0.591  1.197  0.130  -0.10

Pick version one: it beats the second-best structure by 60.2 kcal/mol.

Version one
The following is a quantum chemistry calculation of an isolated molecule of C4H9FS, from the OMol25 dataset.

Output
LUMO	0.8	eV
E_HOMO	-9.2	eV
total charge	0

Each line ends with the Löwdin charge.
CARTESIAN COORDINATES (ANGSTROEM)
H  -0.367  1.682  -0.918  0.07
H  -0.277  1.287  1.644  0.07
S  -0.896  -1.819  -0.236  0.81
H  0.040  -2.516  0.446  -0.11
H  -1.914  0.898  -1.122  0.11
C  -0.829  0.744  -0.962  -0.16
C  -0.369  0.229  1.460  -0.11
H  -1.371  0.020  1.852  0.07
C  1.230  -0.083  -0.528  -0.19
F  2.055  -1.120  -0.002  -0.10
C  -0.212  -0.174  -0.004  -0.89
H  -0.562  0.431  -2.001  0.10
H  1.324  -0.189  -1.541  0.09
H  1.781  0.807  -0.304  0.13
H  0.365  -0.196  2.216  0.11

Version two
The following is a quantum chemistry calculation of a structure of composition C4H9FS, from the OMol25 dataset.

Output
LUMO	0.5	eV
E_HOMO	-8.5	eV
total charge	0

Each line ends with the Löwdin charge.
CARTESIAN COORDINATES (ANGSTROEM)
H  -2.760  -0.502  -0.839  0.13
C  2.155  0.485  -0.364  -0.15
H  0.935  -1.592  0.287  0.16
C  0.850  -0.389  0.103  -0.43
C  -0.705  -0.092  -0.528  -0.65
H  -1.638  -1.833  0.475  0.16
H  2.853  0.687  0.780  0.13
F  0.494  0.215  1.320  -0.29
H  -1.090  1.177  1.428  0.02
H  -0.805  -0.246  -1.662  0.12
H  1.698  1.710  -0.867  0.12
H  -2.335  -0.145  1.024  0.06
H  2.992  -0.577  -1.230  0.18
C  -1.913  -0.610  0.041  -0.27
S  -0.732  1.713  0.032  0.70

Pick version one: it beats the second-best structure by 169.1 kcal/mol.

Version one
The following is a quantum chemistry calculation of a cluster of 2 separate species, C4H5FN2 in total, from the OMol25 dataset.

Output
LUMO	0.7	eV
E_HOMO	-8.5	eV
total charge	0

Each line ends with the Löwdin charge.
CARTESIAN COORDINATES (ANGSTROEM)
H  -1.433  2.218  2.406  0.12
C  1.623  -2.903  -2.092  -0.09
C  0.519  -0.581  -0.159  -0.21
H  -2.334  2.603  0.915  0.10
H  2.260  -2.314  -1.522  0.03
C  -1.307  2.301  1.276  -0.15
N  0.817  -3.640  -2.433  0.08
C  -0.141  0.451  0.301  -0.03
F  0.759  -1.543  0.686  0.03
N  -1.124  1.103  0.659  0.01
H  -0.605  3.002  1.044  0.05
H  0.966  -0.697  -1.082  0.05

Version two
The following is a quantum chemistry calculation of a structure of composition C4H5FN2, from the OMol25 dataset.

Output
LUMO	0.8	eV
E_HOMO	-8.8	eV
total charge	0

Each line ends with the Löwdin charge.
CARTESIAN COORDINATES (ANGSTROEM)
C  0.500  0.162  0.153  -0.13
H  0.009  0.622  2.225  0.10
C  -1.398  -0.736  -0.427  -0.14
N  2.336  0.605  -0.219  0.07
H  0.191  -0.530  -1.815  0.15
H  2.420  0.163  -1.142  0.06
C  -0.255  0.220  1.270  -0.07
C  -1.493  -0.358  0.883  -0.10
F  2.292  1.961  -0.496  -0.16
N  -0.150  -0.420  -0.873  0.03
H  -2.349  -0.476  1.516  0.09
H  -2.105  -1.212  -1.076  0.11

Version three
The following is a quantum chemistry calculation of an isolated molecule of C4H5FN2, from the OMol25 dataset.

Output
LUMO	0.7	eV
E_HOMO	-8.6	eV
total charge	0

Each line ends with the Löwdin charge.
CARTESIAN COORDINATES (ANGSTROEM)
H  0.854  -1.969  -0.082  0.15
C  1.543  0.448  1.839  -0.13
N  1.658  -0.823  1.506  0.05
H  -1.729  0.877  -0.546  0.13
C  0.585  1.059  1.052  -0.26
N  0.138  0.106  0.178  -0.07
C  -0.980  0.009  -0.765  0.00
H  -0.541  0.000  -1.695  0.05
F  0.247  2.366  1.189  0.07
H  1.998  0.830  2.768  0.12
C  0.838  -1.008  0.530  -0.22
H  -1.463  -1.041  -0.567  0.12

Version four
The following is a quantum chemistry calculation of a structure of composition C4H5FN2, from the OMol25 dataset.

Output
LUMO (spin up / spin down)	-0.6 / -0.6	eV
E_HOMO (spin up / spin down)	-9.7 / -9.7	eV
total charge	0

Each line ends with the Löwdin charge.
CARTESIAN COORDINATES (ANGSTROEM)
H  2.184  -1.473  -2.166  0.09
F  -0.949  -1.952  0.378  0.05
H  -0.537  -0.195  1.325  0.07
N  0.301  -2.415  -1.707  0.17
H  -1.368  -1.116  -1.394  0.16
C  -0.517  -1.518  -0.805  -0.38
H  0.837  0.942  2.027  0.08
C  0.140  0.678  1.185  -0.16
C  1.252  -1.495  -1.724  -0.05
N  1.132  0.437  0.113  0.05
H  -0.230  1.720  1.021  0.09
C  0.608  -0.575  -0.824  -0.17

Pick version three: it beats the second-best structure by 60.3 kcal/mol.

Version one
The following is a quantum chemistry calculation of a structure of composition C4H8N2O2, from the OMol25 dataset.

Output
LUMO	0.7	eV
E_HOMO	-8.7	eV
total charge	0

Each line ends with the Löwdin charge.
CARTESIAN COORDINATES (ANGSTROEM)
N  -1.067  2.010  0.290  -0.13
H  -1.722  -0.144  0.492  0.13
H  -0.829  -2.691  -0.969  0.19
N  0.317  1.410  0.311  0.09
H  2.550  -2.278  -1.084  0.19
C  1.533  -1.383  -0.998  -0.12
O  -0.571  -0.531  -0.708  -0.21
H  -0.725  2.956  0.894  0.19
H  -3.042  1.281  0.649  0.05
H  -2.049  1.122  2.202  0.13
H  1.197  -0.649  -2.096  0.22
C  -1.966  1.058  0.855  -0.23
O  1.684  -0.608  0.391  -0.14
H  0.294  -2.082  0.925  0.21
C  0.412  0.200  0.094  -0.45
C  0.133  -1.932  -0.399  -0.13

Version two
The following is a quantum chemistry calculation of an isolated molecule of C4H8N2O2, from the OMol25 dataset.

Output
LUMO	0.7	eV
E_HOMO	-9.9	eV
total charge	0

Each line ends with the Löwdin charge.
CARTESIAN COORDINATES (ANGSTROEM)
H  0.095  -0.026  -1.747  0.07
C  -2.550  -0.570  0.498  -0.30
O  -1.059  1.614  1.408  0.08
H  -3.039  0.367  0.802  0.14
C  1.162  -0.137  -1.567  -0.11
N  -1.169  -0.492  0.523  0.13
H  1.255  1.616  0.391  0.13
H  1.675  0.784  -1.869  0.08
H  2.425  -0.578  -0.073  0.10
H  -0.603  -1.316  0.363  0.14
C  -0.503  0.649  0.947  -0.46
H  1.567  -0.951  -2.162  0.08
O  -3.153  -1.554  0.162  0.06
C  1.007  0.609  0.752  -0.15
N  1.425  -0.452  -0.148  -0.14
H  1.465  0.439  1.720  0.13

Version three
The following is a quantum chemistry calculation of an isolated molecule of C4H8N2O2, from the OMol25 dataset.

Output
LUMO	0.7	eV
E_HOMO	-9.3	eV
total charge	0

Each line ends with the Löwdin charge.
CARTESIAN COORDINATES (ANGSTROEM)
N  1.926  0.577  0.159  -0.04
C  -0.300  1.349  -0.304  -0.14
C  -1.685  0.973  0.314  -0.19
H  -2.245  -0.423  -1.192  0.12
O  0.265  -0.976  -0.457  -0.07
H  -3.036  -0.757  0.354  0.12
H  -0.363  1.483  -1.383  0.12
O  2.682  -0.380  0.098  -0.03
H  -2.451  1.661  -0.069  0.11
H  -1.038  -2.385  -0.194  0.12
N  0.613  0.312  0.072  -0.16
C  -0.906  -1.397  0.249  -0.17
H  -0.763  -1.399  1.334  0.13
H  -1.686  1.124  1.403  0.12
C  -2.087  -0.421  -0.103  -0.18
H  0.094  2.300  0.065  0.12

Version four
The following is a quantum chemistry calculation of a cluster of 2 separate species, C4H8N2O2 in total, from the OMol25 dataset.

Output
LUMO	-0.1	eV
E_HOMO	-8.8	eV
total charge	0

Each line ends with the Löwdin charge.
CARTESIAN COORDINATES (ANGSTROEM)
H  2.826  -1.159  0.275  0.13
H  -3.376  0.610  -1.497  0.22
N  2.468  0.749  0.911  0.06
C  -0.425  0.230  0.388  -0.17
C  -1.443  0.270  -0.787  -0.40
H  0.935  -2.447  1.235  0.28
H  -0.885  2.332  -0.088  0.10
C  -0.612  1.421  -0.574  -0.10
H  0.193  1.768  -1.336  0.15
H  -1.010  0.270  1.402  0.18
H  1.421  1.263  1.268  0.14
O  0.402  -1.971  0.088  -0.11
C  2.081  -0.344  0.432  -0.33
H  -1.095  -0.426  -1.661  0.18
N  0.753  -0.660  0.134  -0.25
O  -2.797  0.434  -0.547  -0.08

Pick version two: it beats the second-best structure by 98.3 kcal/mol.